No. 1
The following is a quantum chemistry calculation of a molecular structure, C23H32FN5O4S, from the OMol25 dataset.

Results
frontier orbital gap: 8.11 eV
E_HOMO: -8.24 eV
calculated total energy: -1968.50536 Ha
LUMO level: -0.1 eV
energy relative to the best compared isomer or geometry (same formula, charge and spin): 2.06 kcal/mol

Element x y z (Å)
H -4.028 -4.963 0.838
H 2.157 5.361 -2.355
H -4.855 -2.836 -0.136
C 0.809 4.864 -3.938
H 2.478 -0.356 7.150
N -2.677 0.454 -0.991
C 0.980 -0.682 -0.888
H 4.408 -2.748 -0.430
C -0.324 3.045 -2.198
H 0.651 -1.018 0.097
C 1.307 0.374 4.148
C -3.396 -0.780 -1.215
S 2.286 0.696 1.938
H -2.727 0.859 -0.062
H -1.664 2.673 -0.595
H -1.792 1.153 3.243
N 0.025 1.532 -0.290
C -0.366 1.380 1.006
H -3.508 -3.588 1.811
C 5.350 -1.262 0.835
H -4.468 -0.591 -1.094
H 1.226 1.189 -1.922
H -4.263 -4.761 -1.622
C 0.749 3.835 -1.795
H 4.891 -1.615 1.754
C 2.302 -1.366 -1.214
C 1.146 0.842 -0.890
H -1.905 -2.127 -0.446
H -2.983 -1.449 0.776
N -1.079 0.752 3.835
C 1.325 4.746 -2.660
C -2.944 -1.864 -0.235
H 2.699 -0.990 -2.170
H 5.437 -0.181 0.890
H -2.649 -4.083 -1.838
C 0.563 0.932 2.024
H -1.665 2.598 -3.809
C 0.167 0.709 3.353
C -3.404 -4.073 0.844
H -3.199 -1.075 -2.247
H 0.233 -0.971 -1.628
N 2.454 0.353 3.501
C -1.727 0.908 -1.825
H -4.063 -3.215 -2.439
O 3.205 -1.093 -0.170
H 1.135 3.739 -0.792
C -0.832 3.198 -3.482
C 1.235 0.111 5.597
H 2.153 -2.452 -1.312
H -1.182 0.652 4.837
N 2.423 -0.179 6.161
C -3.688 -3.837 -1.632
O 0.187 0.160 6.225
C -0.264 4.105 -4.361
H -0.647 4.226 -5.361
H 4.927 -1.278 -1.291
O -1.466 0.413 -2.903
F 1.367 5.751 -4.790
C -3.809 -3.127 -0.285
O -1.527 1.666 1.337
H 3.251 -0.185 5.590
H -2.367 -4.382 0.725
H 2.073 1.106 -0.375
H 6.340 -1.699 0.735
C -0.960 2.098 -1.212
C 4.486 -1.652 -0.353


No. 2
The following is a quantum chemistry calculation of a molecular structure, C23H32IN2O3P2Re in a non-equilibrium geometry, from the OMol25 dataset.

Results
frontier orbital gap (alpha / beta): 4.69 / 4.24 eV
E_HOMO (alpha / beta): -16.87 / -16.83 eV
calculated total energy: -2288.39581 Ha
expectation value of S²: 3.789
LUMO level (alpha / beta): -12.2 / -12.6 eV
total charge: +3
spin multiplicity: 4
energy relative to the best compared isomer or geometry (same formula, charge and spin): 0.00 kcal/mol

Element x y z (Å)
C 0.594 -0.836 5.625
H 0.852 2.711 2.307
H 2.489 1.194 7.575
C 0.943 0.254 6.426
H -0.246 2.850 -2.167
H 1.217 -2.706 4.755
C 2.799 -1.782 5.917
H -0.631 -1.791 7.596
C -1.069 0.850 3.503
C -2.452 -0.223 0.200
H 1.052 -3.237 2.010
Re -0.568 -0.218 0.566
C -1.606 -2.008 7.154
I 2.794 -0.128 -1.301
H -1.624 -3.454 1.495
C 0.403 -3.138 -1.620
H -2.486 -2.740 8.962
C -4.070 -2.558 5.938
C 0.114 -0.121 -1.659
O -0.650 -2.588 3.234
H -2.367 -2.965 -0.061
N -0.694 -0.291 2.740
C -3.035 -2.006 5.184
H -3.174 -1.804 4.116
H -1.336 -4.429 0.010
H 1.026 -0.047 -2.343
H -1.568 1.087 5.504
C 1.206 2.754 1.271
H -2.350 2.635 -0.313
H -1.374 4.065 0.147
N -1.313 0.402 4.790
O -1.170 2.007 3.138
H 0.717 -4.180 -1.477
H 2.148 2.203 1.168
H 3.506 -2.582 5.703
C -1.485 -3.418 0.408
P -0.023 -2.394 0.024
H 0.220 1.049 6.621
H 4.169 -0.622 7.119
C -2.652 -2.547 7.904
C 2.232 0.329 6.963
H 0.794 3.899 -1.183
H 1.424 2.354 -1.805
C 0.536 2.855 -1.401
C -0.807 -0.920 5.016
C 3.160 -0.685 6.707
H 2.243 -2.555 0.840
H -0.400 -0.982 -2.097
C 1.346 -3.172 0.956
H 1.225 -2.588 -2.091
H -0.465 0.738 -2.013
H -1.914 2.902 1.402
O -3.613 -0.235 -0.002
H -4.705 -3.213 7.899
C -3.885 -2.814 7.303
C -1.823 -1.710 5.806
H -5.020 -2.774 5.453
C 1.510 -1.859 5.378
P -0.043 2.021 0.151
C -1.573 3.008 0.366
H 1.355 3.801 0.978
C -0.685 -1.390 3.564
H 1.538 -4.177 0.558
H -0.460 -3.129 -2.295